Entry from the Open Molecules 2025 dataset: C30H27Br2N5O5PdS as an isolated structure (wB97M-V/def2-TZVPD).

Each line ends with the Mulliken spin population.
Atoms and positions in Å:
Pd: -7.11 -18.06 -11.25  1.508
Br: -12.65 -23.21 -11.42  0.000
C: -11.38 -21.83 -11.64  0.004
C: -11.66 -20.79 -12.51  -0.001
C: -10.81 -19.74 -12.73  0.015
C: -9.54 -19.68 -12.15  0.029
O: -8.85 -18.56 -12.30  0.082
C: -9.16 -20.88 -11.42  -0.049
C: -7.85 -21.12 -11.00  0.005
N: -6.85 -20.22 -11.17  0.160
C: -5.55 -20.52 -10.95  0.001
C: -4.96 -21.76 -11.01  0.010
C: -3.59 -21.97 -10.78  0.002
C: -2.76 -20.95 -10.52  0.003
C: -3.29 -19.64 -10.36  0.005
C: -2.50 -18.54 -9.90  -0.004
C: -2.99 -17.21 -9.83  0.017
C: -4.31 -17.04 -10.19  -0.024
N: -5.09 -18.08 -10.48  0.034
C: -4.64 -19.36 -10.64  -0.003
C: -10.09 -21.89 -11.13  -0.001
H: -12.59 -20.88 -12.99  0.000
H: -11.07 -18.98 -13.46  0.000
H: -7.49 -22.05 -10.55  0.013
H: -5.65 -22.54 -11.33  0.000
H: -3.17 -22.93 -10.84  0.000
H: -1.70 -21.15 -10.23  0.000
H: -1.39 -18.65 -9.72  0.000
H: -2.41 -16.41 -9.41  0.001
H: -4.86 -16.03 -10.16  0.014
H: -9.80 -22.72 -10.56  -0.001
C: -0.83 -17.02 -19.88  0.000
C: -2.08 -17.77 -19.70  0.000
S: -2.01 -18.73 -18.16  0.000
O: -1.28 -19.93 -18.39  0.000
O: -1.70 -17.92 -16.98  0.000
C: -3.76 -19.10 -18.09  0.000
C: -4.11 -19.98 -16.93  0.000
N: -5.12 -19.39 -15.99  0.000
C: -4.89 -19.07 -14.71  0.001
N: -5.97 -18.80 -14.04  -0.002
C: -7.04 -19.06 -14.89  -0.001
C: -6.51 -19.43 -16.10  -0.001
N: -7.21 -19.51 -17.34  0.000
O: -8.42 -19.41 -17.40  0.000
O: -6.48 -19.62 -18.37  0.000
C: -3.59 -19.07 -14.04  0.002
H: -0.84 -16.45 -20.83  0.000
H: 0.08 -17.64 -19.90  0.000
H: -0.79 -16.30 -19.04  0.000
H: -2.35 -18.61 -20.42  0.000
H: -2.93 -17.12 -19.67  0.000
H: -3.99 -19.65 -19.00  0.000
H: -4.30 -18.16 -18.09  0.000
H: -3.31 -20.24 -16.28  0.000
H: -4.62 -20.85 -17.30  0.000
H: -8.02 -18.70 -14.71  -0.001
H: -2.75 -18.95 -14.77  0.000
H: -3.30 -19.97 -13.46  0.000
H: -3.53 -18.19 -13.40  -0.001
Br: -9.85 -17.09 -5.30  0.000
C: -9.01 -17.35 -6.94  -0.008
C: -9.77 -17.03 -8.05  0.006
C: -9.29 -17.22 -9.28  -0.194
C: -7.99 -17.74 -9.43  0.396
C: -7.28 -18.10 -8.37  -0.074
C: -7.83 -18.04 -7.07  0.028
H: -10.73 -16.55 -7.85  0.000
H: -9.86 -16.80 -10.13  0.004
H: -6.32 -18.53 -8.54  0.025
H: -7.21 -18.43 -6.26  -0.001

Calculated values
E_HOMO (spin up / spin down)	-6.523 / -7.642	eV
Kohn-Sham gap (spin up / spin down)	5.45 / 6.49	eV
<S²>	2.01
lowest unoccupied orbital energy (spin up / spin down)	-1.1 / -1.2	eV
net charge	0
2S+1	3

***

Entry from the Open Molecules 2025 dataset: C30H27Br2N8O2SSbTi as an isolated structure (wB97M-V/def2-TZVPD).

Each line ends with the Mulliken charge.
Atoms and positions in Å:
Ti: -0.94 -0.90 -0.63  -1.082
C: -2.76 0.67 -2.92  -1.683
C: -2.86 1.29 -1.56  1.074
C: -3.55 2.48 -1.43  -0.870
C: -3.67 3.08 -0.19  -0.893
C: -3.16 2.42 0.92  -0.845
C: -2.49 1.22 0.75  -0.300
N: -2.32 0.69 -0.48  1.269
Sb: -2.30 0.17 2.67  0.953
C: -0.31 0.75 3.26  0.359
C: -0.06 1.97 3.86  -0.670
C: 1.21 2.21 4.36  -0.799
C: 2.18 1.23 4.22  -0.398
C: 1.85 0.03 3.59  0.552
C: 2.88 -1.05 3.42  -1.398
N: 0.62 -0.20 3.13  0.102
C: -1.61 -1.82 2.21  -0.344
C: -1.76 -2.63 3.31  -0.757
C: -1.40 -3.97 3.23  -0.812
C: -0.96 -4.45 2.02  -0.892
C: -0.86 -3.61 0.92  0.948
C: -0.47 -4.22 -0.40  -1.510
N: -1.14 -2.29 1.04  1.222
H: -2.32 -0.32 -2.93  0.178
H: -2.18 1.32 -3.59  0.359
H: -3.76 0.59 -3.35  0.581
H: -3.98 2.94 -2.31  0.583
H: -4.19 4.02 -0.08  0.469
H: -3.29 2.83 1.91  0.541
H: -0.85 2.71 3.98  0.453
H: 1.44 3.14 4.87  0.437
H: 3.18 1.38 4.61  0.468
H: 3.27 -1.37 4.39  0.450
H: 3.72 -0.70 2.83  0.290
H: 2.42 -1.91 2.93  0.183
H: -2.16 -2.23 4.23  0.553
H: -1.50 -4.62 4.09  0.470
H: -0.70 -5.49 1.90  0.582
H: -1.17 -5.03 -0.61  0.548
H: 0.52 -4.65 -0.34  0.398
H: -0.50 -3.53 -1.24  -0.036
Br: 0.88 -3.24 -4.53  -0.104
C: 0.97 -1.39 -4.25  -0.007
C: 1.60 -0.56 -5.20  -0.334
C: 1.68 0.79 -5.00  -0.111
Br: 2.51 1.87 -6.29  -0.143
C: 1.16 1.38 -3.81  0.871
C: 1.21 2.75 -3.46  -1.110
C: 0.67 3.16 -2.27  -1.252
C: 0.07 2.22 -1.42  -0.610
N: 0.01 0.94 -1.71  1.651
C: 0.55 0.52 -2.89  0.216
C: 0.42 -0.85 -3.13  -0.339
O: -0.24 -1.55 -2.18  0.218
H: 2.02 -1.00 -6.10  0.469
H: 1.66 3.45 -4.14  0.437
H: 0.71 4.20 -1.97  0.547
H: -0.35 2.53 -0.47  0.447
N: 2.16 -2.01 -0.12  -0.291
C: 1.16 -1.44 -0.06  0.562
H: 3.07 -2.42 -0.12  0.249
S: -5.11 -2.57 -0.26  -0.311
C: -3.67 -2.15 -0.69  0.750
N: -2.56 -1.82 -1.01  -0.393
N: 3.82 1.13 -0.07  -0.421
C: 2.72 1.63 0.57  0.074
N: 2.88 2.82 1.19  -0.376
O: 1.65 1.03 0.58  -0.196
H: 4.66 1.68 -0.18  0.194
H: 3.68 0.37 -0.71  0.170
H: 3.77 3.28 1.27  0.191
H: 2.14 3.12 1.80  0.220

Calculated values
E_HOMO	-13.377	eV
Kohn-Sham gap	6.84	eV
lowest unoccupied orbital energy	-6.5	eV
net charge	+2

***

Entry from the Open Molecules 2025 dataset: C30H27CaCl3N7O7S2 as an isolated structure (wB97M-V/def2-TZVPD).

Each line ends with the Mulliken charge.
Atoms and positions in Å:
Ca: -0.75 -0.14 0.49  1.906
Cl: -0.57 4.87 6.36  -0.278
C: -0.39 3.87 4.94  0.116
C: 0.78 3.97 4.16  -0.796
C: 0.94 3.21 3.04  -0.685
C: -0.07 2.29 2.59  -0.236
O: 0.08 1.62 1.52  0.057
C: -1.23 2.18 3.43  1.291
C: -2.28 1.25 3.15  -0.777
O: -2.33 0.42 2.24  -0.407
C: -1.37 2.99 4.57  -0.928
H: 1.55 4.66 4.47  0.421
H: 1.84 3.29 2.44  0.335
H: -3.14 1.30 3.85  0.143
H: -2.27 2.89 5.18  0.381
Cl: 4.29 -5.70 1.11  -0.278
C: 2.94 -4.63 0.81  0.151
C: 2.25 -4.73 -0.42  -0.658
C: 1.20 -3.91 -0.68  0.228
Cl: 0.36 -4.03 -2.20  -0.210
C: 0.73 -2.90 0.25  -0.643
O: -0.22 -2.14 -0.03  0.451
C: 1.46 -2.86 1.49  1.471
C: 1.08 -1.95 2.53  -0.751
O: 0.14 -1.15 2.54  -0.466
C: 2.54 -3.72 1.74  -1.077
H: 2.56 -5.46 -1.15  0.456
H: 1.72 -2.01 3.44  0.153
H: 3.07 -3.64 2.69  0.371
N: -1.54 -0.11 -3.64  -0.478
C: -2.49 -0.91 -3.07  0.206
N: -2.43 -1.35 -1.86  0.380
C: -3.50 -2.17 -1.56  -0.487
C: -4.39 -2.35 -2.57  -0.456
S: -3.88 -1.49 -3.97  -0.316
C: -3.60 -2.75 -0.22  -0.148
C: -4.29 -3.87 0.09  -0.485
S: -4.12 -4.22 1.77  -0.318
C: -3.10 -2.80 1.93  0.339
N: -2.92 -2.14 0.83  0.326
N: -2.57 -2.46 3.15  -0.394
H: -0.91 0.26 -2.94  0.081
H: -1.88 0.59 -4.28  0.318
H: -5.32 -2.91 -2.56  0.475
H: -4.84 -4.53 -0.56  0.452
H: -2.49 -3.19 3.83  0.253
H: -1.83 -1.78 3.12  0.071
C: -3.31 3.61 -0.98  -1.229
C: -2.94 2.24 -0.64  0.428
N: -2.61 1.17 -0.41  -0.394
H: -2.45 4.25 -0.80  0.275
H: -4.16 3.93 -0.38  0.412
H: -3.56 3.66 -2.04  0.272
C: 2.45 -0.93 -3.48  -0.987
C: 3.40 -0.26 -2.49  -1.555
C: 2.82 1.02 -1.88  2.998
C: 3.81 1.61 -0.85  -1.297
C: 3.28 2.84 -0.12  -0.812
C: 2.61 2.06 -2.95  -0.370
O: 3.47 2.35 -3.77  -0.690
N: 1.41 2.71 -2.91  0.168
C: 0.24 2.26 -2.25  -0.460
O: -0.79 2.86 -2.54  -0.799
N: 0.33 1.20 -1.42  0.803
C: 1.54 0.67 -1.12  -0.264
O: 1.65 -0.16 -0.22  -0.614
H: 2.88 -1.85 -3.88  0.472
H: 2.23 -0.27 -4.33  0.265
H: 1.50 -1.20 -3.01  0.018
H: 4.34 0.01 -2.99  0.483
H: 3.62 -0.94 -1.67  0.467
H: 4.74 1.84 -1.38  0.448
H: 4.01 0.81 -0.14  0.408
H: 3.10 3.67 -0.80  0.281
H: 4.00 3.17 0.64  0.557
H: 2.34 2.60 0.39  -0.169
H: 1.26 3.43 -3.60  0.330

Calculated values
E_HOMO	-5.143	eV
Kohn-Sham gap	7.37	eV
lowest unoccupied orbital energy	2.2	eV
net charge	-1

***

Summary of largest force on an atom in hartree/bohr
0.086, 0.016, 0.032
(order as listed above)
Summary of ΔE to the lowest compared entry with this formula, charge and spin in kcal per mole
18.1, 3.9, 25.1
(order as listed above)